Record 1
The following is a DFT calculation (ωB97M-V/def2-TZVPD) of a molecular structure, C14H14N4O6S2 at a distorted geometry.

Cartesian coordinates (Å):
1 H -5.488 -1.709 2.268
2 C 2.906 -0.978 1.104
3 H -4.280 1.062 3.814
4 H -5.541 0.696 2.198
5 C 3.682 4.327 -0.001
6 H -4.152 -2.371 1.667
7 C 3.217 0.435 0.682
8 H 4.200 4.558 -0.999
9 N 3.484 -1.492 2.249
10 C 1.911 -0.088 -1.252
11 O 3.283 -2.611 2.151
12 O 2.306 2.998 -1.765
13 C 1.621 -1.310 -0.915
14 N -1.673 0.369 0.116
15 H 2.007 -2.796 0.474
16 C -1.236 -0.858 -1.585
17 O 1.455 -3.056 -2.767
18 H -0.869 -2.411 -2.936
19 H 2.698 4.993 -0.164
20 C 0.983 -2.050 -1.983
21 H 4.214 4.709 0.631
22 C 2.547 0.822 -0.335
23 N -0.845 -0.177 -0.369
24 C 2.748 2.137 -0.750
25 O 4.060 -0.827 3.096
26 S -4.217 1.421 -0.295
27 C -3.831 1.583 1.434
28 H -2.863 1.643 1.857
29 C -2.856 0.484 -0.650
30 C -4.673 -1.502 1.790
31 O -3.755 -0.466 2.336
32 H 1.456 0.400 -2.222
33 H 3.739 0.959 1.443
34 N -0.343 -1.994 -2.330
35 C 2.192 -1.844 0.011
36 C -4.426 0.690 2.491
37 O 3.372 2.943 0.278
38 H -4.332 2.658 1.832
39 H -5.113 -1.059 0.787
40 S -2.731 -0.343 -1.970

## Properties
Molar mass, g mol⁻¹: 398.42
HOMO, eV: -8.25
E_LUMO, eV: -1.48
Total energy, eV: -54642.205
Energy above the lowest of the compared OMol25 structures with the same formula, charge and spin, kJ/mol: 1479.6



Record 2
The following is a DFT calculation (ωB97M-V/def2-TZVPD) of a molecular structure, C14H14N4SSe4W.

Cartesian coordinates (Å):
1 H 1.217 4.366 -1.562
2 C 0.655 3.865 -0.786
3 C -0.343 -1.118 -1.089
4 H -0.929 -3.173 -1.207
5 C 1.319 3.115 0.180
6 N -0.091 -1.167 0.326
7 C -0.812 -0.997 -3.807
8 N -1.537 1.941 2.222
9 H -1.173 -3.398 1.800
10 C -0.776 -2.254 -1.756
11 Se 2.263 -3.475 -0.631
12 H -2.225 2.518 2.679
13 C 0.612 2.470 1.177
14 H 1.131 1.899 1.937
15 C -0.224 -3.917 1.663
16 H -0.333 -4.664 0.875
17 C -0.154 0.085 -1.762
18 N -1.236 0.853 2.907
19 W 1.322 -2.488 1.140
20 H 2.399 3.040 0.162
21 Se 4.401 -1.600 2.497
22 C -1.448 3.322 0.250
23 H -2.529 3.379 0.271
24 C -1.015 -2.185 -3.120
25 H 0.173 0.960 -1.217
26 S 0.342 -1.262 3.163
27 H -0.992 -0.954 -4.873
28 H -0.223 1.062 -3.662
29 Se 2.945 -3.283 3.032
30 C -0.725 3.973 -0.741
31 H -1.250 4.557 -1.485
32 H -1.361 -3.064 -3.647
33 H -0.002 -4.446 2.595
34 N -0.704 -0.182 0.928
35 Se 3.047 -0.351 1.212
36 C -0.584 -0.126 2.257
37 C -0.779 2.563 1.199
38 C -0.383 0.135 -3.127

## Properties
Molar mass, g mol⁻¹: 770.04
HOMO (alpha / beta), eV: -7.78 / -7.68
E_LUMO (alpha / beta), eV: -1.43 / -2.29
Spin multiplicity: 3
Total energy, eV: -294750.319
Energy above the lowest of the compared OMol25 structures with the same formula, charge and spin, kJ/mol: 0.0



Record 3
The following is a DFT calculation (ωB97M-V/def2-TZVPD) of a molecular structure, C14H14N6O13P2SeTa.

Cartesian coordinates (Å):
1 C 2.363 -0.058 0.136
2 C 5.082 0.142 -0.580
3 O -1.568 -1.184 -0.184
4 O 0.902 -5.686 -3.690
5 H 0.573 -3.353 -3.555
6 N 1.115 -0.284 0.628
7 C 4.783 -0.600 0.512
8 O -0.137 0.107 -1.828
9 H 4.331 1.384 -2.177
10 H 5.530 -1.108 1.107
11 C -3.333 4.042 1.165
12 C -0.756 -4.697 -0.729
13 O -0.504 1.270 2.112
14 P -1.108 3.124 -0.333
15 O -1.568 -2.645 1.964
16 H -0.891 4.636 -1.954
17 Se 1.299 -1.366 2.147
18 N 0.336 -5.840 -2.636
19 C 3.411 -0.713 0.897
20 O 0.183 -0.880 -3.689
21 H -3.806 4.186 2.138
22 O -1.163 4.495 -1.030
23 O 0.235 2.470 -0.051
24 O 0.145 -6.867 -2.036
25 N -1.783 -3.610 1.237
26 H -1.464 4.570 3.062
27 C 4.048 0.793 -1.315
28 H -0.100 4.075 2.246
29 O -2.584 2.094 3.524
30 H 6.106 0.254 -0.906
31 C 2.719 0.714 -0.985
32 O -2.437 -4.572 1.505
33 P -1.949 1.792 2.158
34 O -2.589 0.792 1.201
35 N 3.016 -1.398 1.946
36 C 0.069 -3.394 -2.597
37 C -1.927 3.460 1.317
38 C -0.141 -4.598 -1.967
39 H -3.306 4.996 0.638
40 N -0.103 -0.969 -2.552
41 O -1.874 1.942 -0.934
42 C -1.039 -2.301 -0.713
43 H -2.844 1.400 4.158
44 C -1.182 -3.539 -0.107
45 H -1.020 5.337 1.674
46 H -0.899 -5.665 -0.262
47 Ta -0.763 0.486 0.134
48 C -0.372 -2.249 -1.943
49 H -3.955 3.356 0.587
50 N -1.063 4.416 2.128
51 H 1.981 1.241 -1.568

## Properties
Molar mass, g mol⁻¹: 796.15
HOMO, eV: -17.80
E_LUMO, eV: -11.04
Total energy, eV: -135750.766
Energy above the lowest of the compared OMol25 structures with the same formula, charge and spin, kJ/mol: 4.5
Net charge: +3



Record 4
The following is a DFT calculation (ωB97M-V/def2-TZVPD) of C14H15ClFN3S in the gas phase at a distorted geometry.

Cartesian coordinates (Å):
1 H -1.211 2.714 -2.523
2 H 1.309 -0.006 -0.036
3 F -0.624 2.798 -6.963
4 C 0.785 -1.575 2.533
5 C -0.556 2.166 -5.766
6 C 0.800 -0.735 4.803
7 C 2.003 -1.338 3.090
8 C 0.254 0.143 0.253
9 H -2.067 -1.258 -0.756
10 H 0.055 1.905 -0.940
11 H 1.404 -2.251 0.628
12 S -0.466 -1.183 3.670
13 C -1.041 -1.641 -0.720
14 H 0.715 -1.603 -1.986
15 H 0.364 -0.782 -4.457
16 C -0.023 0.224 -4.490
17 Cl 0.428 -0.168 6.349
18 N 1.996 -0.872 4.361
19 H -1.491 1.109 -0.560
20 C -0.880 2.188 -3.404
21 C -0.417 0.868 -3.308
22 C -0.096 0.864 -5.711
23 H -0.081 -3.022 1.253
24 H -1.095 -2.730 -0.671
25 C -0.443 0.936 -0.845
26 N -0.414 -1.130 0.488
27 N -0.331 0.226 -2.099
28 H 2.952 -1.495 2.612
29 C -0.315 -1.216 -1.999
30 H 0.209 0.364 -6.616
31 C 0.455 -2.072 1.168
32 H -1.304 3.849 -4.689
33 H 0.242 0.719 1.183
34 H -0.832 -1.650 -2.859
35 C -0.945 2.835 -4.621

## Properties
Molar mass, g mol⁻¹: 311.81
HOMO, eV: -7.66
E_LUMO, eV: 0.52
Total energy, eV: -45306.366
Energy above the lowest of the compared OMol25 structures with the same formula, charge and spin, kJ/mol: 0.0
SMILES: Fc1ccc(N2CCN(Cc3cnc(Cl)s3)CC2)cc1